ORCA calculation (wB97M-V/def2-TZVPD) on one molecule with the formula C4H5ClOS2 in a non-equilibrium geometry.

CARTESIAN COORDINATES (ANGSTROEM)
C  0.824  -1.414  0.868
O  -0.447  -1.147  0.206
C  -0.730  0.108  -0.169
C  -1.564  0.771  0.669
Cl  -2.033  0.142  2.148
C  -0.072  0.951  -1.135
S  -0.285  2.539  -1.400
S  1.192  -0.139  -2.171
H  0.735  -2.587  1.096
H  0.813  -0.731  1.887
H  1.644  -1.090  0.328
H  -1.997  1.737  0.549
H  1.920  0.860  -2.875

Computed properties:
Total energy ... -1487.1181 Eh
Net charge ... 0
Lowest unoccupied orbital energy ... -0.0415 hartree
Frontier orbital gap ... 0.28677 Ha
SMILES ... CO/C(=C\Cl)C(=S)S

ORCA calculation (wB97M-V/def2-TZVPD) on C27H33Ge2MnN3O6 as an isolated structure.

CARTESIAN COORDINATES (ANGSTROEM)
Mn  -0.216  -0.788  -1.707
C  -2.181  -2.304  2.726
C  -1.640  -2.562  1.321
Ge  -1.936  -1.028  0.103
C  -3.720  -1.098  -0.718
C  -4.829  -1.443  0.271
C  -1.807  0.594  1.200
C  -0.793  1.389  1.565
Ge  1.002  1.328  0.787
C  1.055  2.124  -1.007
C  0.928  3.643  -1.101
C  2.607  1.496  1.881
C  2.868  2.872  2.495
C  -1.007  2.478  2.552
C  -0.443  3.738  2.368
C  -0.668  4.761  3.275
C  -1.453  4.530  4.395
C  -2.006  3.275  4.601
C  -1.784  2.257  3.690
H  -2.031  -3.176  3.364
H  -3.247  -2.082  2.717
H  -1.671  -1.461  3.193
H  -2.129  -3.431  0.871
H  -0.578  -2.808  1.386
H  -3.692  -1.830  -1.529
H  -3.897  -0.132  -1.193
H  -4.668  -2.415  0.738
H  -5.795  -1.480  -0.232
H  -4.907  -0.700  1.066
H  -2.774  0.851  1.638
H  0.216  1.681  -1.566
H  1.984  1.789  -1.478
H  -0.021  3.990  -0.695
H  0.970  3.965  -2.141
H  1.736  4.148  -0.570
H  3.431  1.218  1.217
H  2.558  0.731  2.652
H  2.908  3.660  1.743
H  3.829  2.864  3.008
H  2.104  3.139  3.222
H  0.165  3.945  1.492
H  -0.232  5.736  3.106
H  -1.626  5.324  5.108
H  -2.606  3.085  5.480
H  -2.198  1.274  3.870
O  -1.976  0.987  -4.775
C  -1.234  0.429  -4.008
O  -1.488  0.166  -2.752
C  0.133  -0.048  -4.478
C  0.559  0.151  -5.781
C  1.818  -0.301  -6.138
C  2.607  -0.937  -5.188
C  2.105  -1.102  -3.910
N  0.891  -0.665  -3.562
H  -0.103  0.653  -6.471
H  2.184  -0.162  -7.146
H  3.594  -1.300  -5.430
H  2.684  -1.594  -3.137
O  3.615  -3.959  1.659
C  3.128  -4.686  0.663
O  3.512  -5.794  0.415
C  2.085  -4.061  -0.215
C  1.474  -4.772  -1.232
N  0.598  -3.949  -1.829
N  0.594  -2.738  -1.266
C  1.501  -2.785  -0.293
C  1.705  -1.562  0.523
O  2.369  -1.565  1.533
O  1.083  -0.503  0.025
H  3.176  -3.089  1.741
H  1.618  -5.795  -1.532
H  -0.041  -4.164  -2.579

Computed properties:
Total energy ... -6969.0874 Eh
<S²> ... 6.434
Net charge ... +1
Lowest unoccupied orbital energy (alpha / beta) ... -0.1431 / -0.1264 hartree
Frontier orbital gap (alpha / beta) ... 0.27646 / 0.28437 Ha
Multiplicity ... 5